Computed, not measured: C37H38Cl16F4O3 as an isolated structure in a non-equilibrium geometry, with ωB97M-V with the def2-TZVPD basis set.

Structure (XYZ):
```
98
Properties=species:S:1:pos:R:3:lowdin_charge:R:1
C -2.7305 6.1091 1.9540 -2.04
Cl -3.4815 7.7083 2.1128 0.52
Cl -2.1557 5.6321 3.5845 0.55
Cl -3.9517 5.0021 1.4056 0.53
Cl -1.3439 6.1634 0.8503 0.53
C 3.0633 -1.6903 4.4400 -2.01
Cl 1.8280 -2.4474 5.5280 0.48
Cl 2.9323 -2.5119 2.8896 0.58
Cl 2.7444 0.0127 4.2079 0.60
Cl 4.6361 -1.9557 5.1800 0.55
C -5.1692 1.2810 -0.5900 -2.03
Cl -4.5255 -0.1250 -1.4582 0.58
Cl -6.9334 1.3451 -0.7461 0.54
Cl -4.6527 1.1148 1.0637 0.52
Cl -4.4822 2.7559 -1.2419 0.56
C -2.5361 -0.3706 4.2501 -2.01
Cl -3.3001 -0.6609 5.8518 0.50
Cl -0.8694 -0.8733 4.3198 0.58
Cl -3.3987 -1.3491 3.0307 0.51
Cl -2.8415 1.3116 3.8772 0.54
C 0.1619 6.0575 6.0156 -0.04
C -0.0017 4.5924 6.3647 -0.51
O -0.3545 3.7748 5.5549 0.04
C 0.4627 4.1821 7.7476 -0.02
H -0.4046 6.7055 6.6848 0.09
H -0.1324 6.1380 4.9675 0.02
H 1.2047 6.3169 6.2053 0.09
H 1.5262 4.3613 7.9247 0.08
H 0.3377 3.1028 7.8169 0.08
H -0.0490 4.7782 8.5039 0.08
C -3.5885 2.7856 -5.2340 -0.02
C -3.0462 1.6561 -4.4293 -0.52
O -2.4644 1.8082 -3.3765 0.00
C -3.2972 0.2897 -5.0057 -0.02
H -3.2198 2.6130 -6.2468 0.09
H -3.2148 3.7235 -4.8277 0.09
H -4.6781 2.7495 -5.2328 0.10
H -3.9618 -0.3110 -4.3781 0.07
H -2.3896 -0.2984 -5.1260 0.08
H -3.8218 0.3172 -5.9615 0.08
C -0.3161 -1.3839 -2.9994 -0.05
C -1.2571 -2.5420 -3.2572 -0.41
O -1.5712 -2.8480 -4.3902 0.07
C -2.0049 -3.1321 -2.0932 -0.05
H 0.5361 -1.5026 -3.6693 -0.01
H -0.0108 -1.4161 -1.9535 -0.03
H -0.7694 -0.4051 -3.1556 0.13
H -3.0125 -2.7234 -2.0455 0.09
H -1.4673 -2.8890 -1.1760 0.06
H -2.0062 -4.2127 -2.2337 0.06
F -0.5865 -2.6004 0.2291 0.06
C -0.4666 -1.2769 0.4115 -0.29
C 0.3424 -0.7414 1.3869 -0.09
C 0.3721 0.6313 1.6244 -0.15
C -0.4668 1.4682 0.9297 -0.07
C -1.2419 0.9256 -0.1015 -0.06
C -1.2198 -0.4186 -0.3955 -0.04
H 0.9125 -1.4620 1.9633 0.03
H 1.0584 1.0129 2.3674 0.05
H -0.5505 2.5188 1.1610 0.10
H -1.8762 1.5432 -0.7215 0.07
H -1.8647 -0.9170 -1.1088 0.07
F -0.4309 -4.2299 -1.8102 -0.04
C -0.2079 -5.1818 -2.7296 -0.25
C 1.1048 -5.2943 -3.2068 0.01
C 1.4109 -6.3424 -4.0515 -0.08
C 0.4376 -7.2240 -4.4825 -0.10
C -0.8824 -6.9847 -4.1552 -0.06
C -1.2089 -6.0129 -3.2055 0.00
H 1.8636 -4.5951 -2.8818 0.11
H 2.4199 -6.4577 -4.4287 0.11
H 0.6901 -8.0997 -5.0655 0.10
H -1.6839 -7.6178 -4.5120 0.11
H -2.2155 -5.8435 -2.8460 0.12
F 4.7956 -2.3559 -0.2192 0.06
C 3.8871 -2.1290 -1.1768 -0.28
C 2.5443 -1.9668 -0.8707 0.03
C 1.6069 -1.7223 -1.8690 -0.06
C 2.0349 -1.6226 -3.1840 -0.06
C 3.3855 -1.7483 -3.4973 -0.04
C 4.2892 -2.0285 -2.4991 -0.02
H 2.2072 -2.0677 0.1540 0.08
H 0.5596 -1.6999 -1.6034 0.00
H 1.2888 -1.3489 -3.9205 0.08
H 3.7406 -1.5996 -4.5074 0.11
H 5.3328 -2.0767 -2.7890 0.12
F 3.3186 4.4962 2.9989 0.06
C 3.6916 3.3883 2.3319 -0.28
C 2.7637 2.7375 1.5395 -0.03
C 3.1154 1.5870 0.8452 -0.09
C 4.4162 1.0878 0.9500 -0.08
C 5.3364 1.7395 1.7798 -0.09
C 4.9674 2.8676 2.4945 -0.02
H 1.7748 3.1593 1.4073 0.11
H 2.4243 1.1021 0.1689 0.10
H 4.7705 0.1799 0.4802 0.09
H 6.3032 1.2734 1.9107 0.11
H 5.7143 3.2080 3.2010 0.12
```

Summary:
lowest unoccupied orbital energy: 0.23 eV
E_HOMO: -8.65 eV
molecular weight: 1173.95 g mol⁻¹